# 1
Molecular formula: C41H78N2O11SSi2
Method: DFT, ωB97M-V/def2-TZVPD

Computed properties:
Total charge = 0
HOMO energy = -8.5 eV
E_LUMO = 0.52 eV
Gap between HOMO and LUMO = 8.99 eV
Calculated total energy = -3523.23226 a.u.
2S+1 = 1

Last column: Mulliken charge in e.
Atoms and positions in Å:
C -5.34 -3.50 5.76  -0.907
C -4.40 -3.57 4.83  0.233
Si -4.60 -2.59 3.26  -0.202
C -5.14 -0.80 3.56  -1.256
S -4.85 -0.16 5.24  -0.022
C -6.30 0.81 5.69  -0.496
C -7.41 0.00 6.35  -1.095
C -6.06 -3.36 2.34  -0.738
C -5.85 -4.80 2.02  0.332
C -5.10 -5.12 0.76  -0.877
N -6.31 -5.67 2.82  -0.750
O -3.30 -2.71 2.22  0.692
Si -1.76 -2.22 2.63  -0.774
C -1.70 -0.54 3.52  -1.207
O -0.36 -0.07 3.38  -0.352
C -0.20 1.20 3.98  -0.795
C -0.81 -3.40 3.74  -0.510
C 0.09 -4.46 3.08  0.314
C 0.27 -5.65 4.06  -1.608
O -0.48 -4.95 1.88  -0.004
C 0.41 -5.79 1.17  -1.170
C 0.36 -5.59 -0.31  0.299
C 1.49 -5.93 -1.06  -0.587
C 1.52 -5.81 -2.45  -0.636
C 0.39 -5.34 -3.11  -0.552
C -0.73 -4.97 -2.36  -0.615
C -0.75 -5.09 -0.97  0.195
C -0.87 -1.93 0.99  0.752
C -1.60 -1.84 -0.18  -0.315
C -0.90 -1.63 -1.36  -0.740
C 0.48 -1.52 -1.28  -0.577
N 1.20 -1.57 -0.16  -0.533
C 0.51 -1.78 0.96  -0.495
H -5.15 -3.87 6.76  0.255
H -6.33 -3.12 5.55  0.200
H -3.56 -4.23 5.04  0.265
H -6.21 -0.73 3.37  0.660
H -4.65 -0.12 2.87  0.712
H -6.68 1.40 4.86  0.364
H -5.95 1.54 6.42  0.357
H -8.13 0.69 6.79  0.425
H -7.96 -0.61 5.65  0.271
H -7.01 -0.58 7.17  0.257
H -6.29 -2.76 1.45  0.585
H -6.91 -3.27 3.01  0.419
H -4.96 -6.20 0.69  0.433
H -4.14 -4.62 0.74  -0.131
H -5.67 -4.77 -0.10  0.308
H -6.08 -6.60 2.48  0.257
H -2.38 0.20 3.10  0.573
H -1.88 -0.71 4.59  0.576
H -0.73 1.95 3.39  0.325
H 0.86 1.43 3.95  0.275
H -0.52 1.22 5.02  0.251
H -0.15 -2.76 4.33  0.394
H -1.44 -3.92 4.46  0.473
H 1.08 -4.02 2.92  0.318
H 0.08 -5.37 5.09  0.426
H -0.45 -6.41 3.77  0.331
H 1.25 -6.10 3.94  0.373
H 1.44 -5.66 1.50  0.553
H 0.16 -6.83 1.39  0.380
H 2.37 -6.31 -0.55  0.372
H 2.40 -6.11 -2.99  0.427
H 0.40 -5.26 -4.18  0.413
H -1.59 -4.58 -2.90  0.437
H -1.63 -4.80 -0.41  0.420
H -2.68 -1.93 -0.18  0.361
H -1.41 -1.56 -2.30  0.482
H 1.03 -1.38 -2.20  0.631
H 1.08 -1.81 1.88  0.591
C 5.68 1.67 -2.61  -0.854
O 6.09 1.16 -1.36  -0.409
C 6.04 2.11 -0.31  -0.497
C 4.80 1.95 0.53  -0.465
O 3.62 2.24 -0.21  -0.428
C 2.95 1.07 -0.67  -0.670
H 5.51 0.83 -3.28  0.292
H 4.75 2.24 -2.52  0.327
H 6.46 2.31 -3.04  0.428
H 6.10 3.13 -0.71  0.295
H 6.92 1.94 0.32  0.394
H 4.84 2.67 1.36  0.400
H 4.75 0.94 0.96  0.278
H 2.41 0.59 0.15  0.208
H 3.64 0.36 -1.12  0.365
H 2.23 1.39 -1.42  0.308
C 0.38 3.29 8.42  -0.745
O -0.86 3.40 7.75  -0.385
C -1.77 2.37 8.10  -0.108
C -2.80 2.84 9.11  -0.667
O -2.21 3.17 10.36  -0.388
C -2.01 4.56 10.54  -0.715
H 0.91 4.24 8.29  0.271
H 0.25 3.11 9.49  0.324
H 0.99 2.49 7.99  0.296
H -1.24 1.49 8.48  0.351
H -2.29 2.07 7.18  0.181
H -3.51 2.03 9.29  0.336
H -3.35 3.70 8.71  0.369
H -2.97 5.05 10.77  0.319
H -1.57 5.02 9.66  0.309
H -1.34 4.68 11.39  0.247
C 3.44 2.30 -8.68  -0.567
O 2.22 1.74 -8.23  -0.358
C 2.37 0.47 -7.62  -0.661
C 2.37 0.56 -6.11  -0.397
O 3.49 1.27 -5.62  -0.311
C 3.19 2.61 -5.28  -0.854
H 3.27 3.35 -8.90  0.094
H 4.23 2.22 -7.93  0.289
H 3.76 1.80 -9.61  0.338
H 3.29 -0.02 -7.97  0.349
H 1.52 -0.14 -7.94  0.373
H 2.42 -0.46 -5.70  0.360
H 1.43 1.01 -5.76  0.355
H 2.65 2.65 -4.33  0.241
H 2.61 3.11 -6.05  0.479
H 4.14 3.14 -5.15  0.267
C 5.85 7.20 -11.81  -0.698
O 4.53 7.23 -12.32  -0.374
C 3.94 5.95 -12.45  -0.621
C 3.00 5.65 -11.31  -0.411
O 3.68 5.55 -10.07  -0.269
C 3.57 6.72 -9.28  -0.855
H 6.12 8.21 -11.52  0.245
H 5.93 6.55 -10.93  0.290
H 6.55 6.85 -12.58  0.321
H 4.72 5.18 -12.52  0.330
H 3.38 5.95 -13.39  0.377
H 2.53 4.67 -11.49  0.366
H 2.21 6.40 -11.26  0.357
H 2.58 6.79 -8.82  0.306
H 3.76 7.62 -9.87  0.390
H 4.31 6.66 -8.49  0.256

=====

# 2
Molecular formula: C3H6N2S3
Method: DFT, ωB97M-V/def2-TZVPD

Computed properties:
Total charge = 0
HOMO energy = -8.7 eV
E_LUMO = -0.38 eV
Gap between HOMO and LUMO = 8.30 eV
Calculated total energy = -1421.83300 a.u.
SMILES = NC(=S)S/N=C/CS
2S+1 = 1
Energy relative to the best compared isomer or geometry (same formula, charge and spin) = 4.5040 eV

Last column: Mulliken charge in e.
Atoms and positions in Å:
N -0.31 0.58 2.72  -0.589
C 0.36 1.68 2.22  0.178
S 0.49 3.22 2.93  -0.252
S 0.77 1.65 0.57  0.014
N 0.49 0.02 -0.05  -0.371
C 0.37 -0.22 -1.35  -0.078
C -0.07 -1.49 -1.91  -0.370
S -0.89 -1.37 -3.37  -0.227
H 0.22 -0.48 2.44  0.342
H 0.04 0.62 3.93  0.345
H 0.71 0.66 -1.94  0.354
H 0.55 -2.60 -1.97  0.316
H -0.88 -1.84 -1.04  0.213
H -1.85 -0.43 -3.17  0.126

=====

# 3
Molecular formula: C2H4ClN2O2
Method: DFT, ωB97M-V/def2-TZVPD

Computed properties:
Total charge = -1
HOMO energy (alpha / beta) = -2.8 / -2.8 eV
E_LUMO (alpha / beta) = 3.72 / 3.72 eV
Gap between HOMO and LUMO (alpha / beta) = 6.49 / 6.50 eV
Calculated total energy = -798.64466 a.u.
2S+1 = 1
Energy relative to the best compared isomer or geometry (same formula, charge and spin) = 1.6861 eV

Last column: Mulliken charge in e.
Atoms and positions in Å:
C -0.36 -0.94 0.42  -0.394
C 1.26 1.03 0.81  -0.646
N -1.42 -0.52 -0.23  -0.611
N -1.33 -0.35 -1.54  1.071
O -0.24 -0.33 -2.11  -0.647
O -2.40 -0.19 -2.14  -0.676
Cl 1.70 0.83 2.50  -0.299
H 0.49 -1.35 -0.11  0.364
H -0.45 -1.12 1.48  0.359
H 0.61 1.89 0.72  0.229
H 2.14 1.05 0.19  0.251

=====

# 4
Molecular formula: C34H33F9KN3PS
Method: DFT, ωB97M-V/def2-TZVPD

Computed properties:
Total charge = -1
HOMO energy (alpha / beta) = -3.8 / -2.0 eV
E_LUMO (alpha / beta) = 1.96 / 1.96 eV
Gap between HOMO and LUMO (alpha / beta) = 5.71 / 3.95 eV
Calculated total energy = -3717.95330 a.u.
2S+1 = 1

Last column: Mulliken charge in e.
Atoms and positions in Å:
K 0.06 -1.31 -1.52  0.753
C 0.31 4.55 0.03  -1.301
N -0.64 3.84 -0.80  0.434
C -1.98 3.75 -0.28  -1.204
C -0.29 3.29 -2.00  0.251
S -0.98 1.84 -2.55  -0.293
N 0.57 4.00 -2.76  0.214
C 1.39 3.33 -3.73  -0.936
C 0.69 5.46 -2.71  -1.035
H 0.30 4.11 1.03  0.398
H 0.05 5.63 0.15  0.362
H 1.34 4.47 -0.36  0.381
H -2.28 4.69 0.17  0.326
H -2.07 2.97 0.48  0.255
H -2.64 3.50 -1.12  0.366
H 1.46 2.28 -3.44  0.215
H 2.39 3.80 -3.70  0.344
H 1.00 3.41 -4.76  0.257
H -0.03 5.88 -2.00  0.315
H 0.46 5.88 -3.70  0.394
H 1.71 5.77 -2.44  0.322
C 2.19 -0.27 -4.45  -0.924
C 2.34 -1.61 -5.09  0.701
C 2.74 -1.81 -6.36  -0.495
C 2.88 -3.09 -6.91  -0.556
C 2.52 -4.20 -6.15  -0.613
C 2.04 -4.07 -4.86  0.952
C 1.62 -5.24 -4.04  -1.258
C 2.04 -2.75 -4.19  -0.168
N 1.81 -2.61 -2.93  -1.059
H 2.63 0.50 -5.09  0.340
H 2.68 -0.24 -3.46  0.342
H 1.13 0.05 -4.34  0.136
H 2.94 -0.95 -6.99  0.318
H 3.29 -3.23 -7.94  0.304
H 2.61 -5.19 -6.58  0.273
H 1.94 -6.15 -4.54  0.378
H 0.52 -5.25 -3.94  0.182
H 2.03 -5.16 -3.03  0.322
F -2.67 -6.59 4.97  -0.279
C -2.62 -5.31 5.49  0.896
F -1.82 -5.34 6.64  -0.271
F -3.89 -4.92 5.90  -0.257
C -2.05 -4.34 4.52  0.187
C -1.77 -4.71 3.18  -0.722
C -1.26 -3.76 2.33  -0.642
C -0.98 -2.45 2.80  0.129
C -1.26 -2.06 4.13  0.150
C -1.76 -3.04 4.97  -1.110
P -0.41 -1.27 1.57  0.104
C -1.79 -0.12 1.47  0.855
C -2.73 -0.30 0.40  -0.665
C -3.81 0.53 0.28  -0.911
C -4.12 1.48 1.31  0.190
C -3.23 1.59 2.41  -1.236
C -2.08 0.81 2.49  0.153
C -5.32 2.35 1.22  0.858
F -6.02 2.43 2.41  -0.281
F -6.18 1.89 0.24  -0.301
F -4.99 3.68 0.85  -0.279
C 0.89 -0.36 2.45  0.169
C 1.16 0.97 2.06  -0.678
C 2.22 1.66 2.64  -0.615
C 3.09 0.99 3.54  0.175
C 2.82 -0.34 3.90  -0.830
C 1.73 -1.01 3.36  -0.430
C 4.27 1.70 4.13  0.834
F 5.17 0.81 4.68  -0.271
F 3.89 2.57 5.17  -0.262
F 4.95 2.50 3.21  -0.266
H -1.95 -5.74 2.86  0.429
H -1.05 -3.97 1.27  0.305
H -1.14 -1.03 4.45  0.246
H -1.96 -2.75 6.00  0.369
H -2.63 -1.17 -0.25  0.474
H -4.48 0.42 -0.57  0.392
H -3.50 2.26 3.22  0.326
H -1.42 0.87 3.37  0.259
H 0.55 1.41 1.27  0.622
H 2.39 2.70 2.33  0.365
H 3.47 -0.86 4.60  0.407
H 1.50 -2.06 3.60  0.422